{
  "formula": "C50H81BFGaN7O4",
  "method": "ωB97M-V/def2-TZVPD",
  "homo_energy_ev": -4.75,
  "total_charge": -1,
  "orbital_gap_ev": 6.272,
  "largest_force_ha_per_bohr": 0.0183,
  "e_above_lowest_kcal_mol": 0.0,
  "species": ["C", "C", "C", "C", "C", "C", "C", "C", "C", "O", "C", "Ga", "C", "C", "F", "C", "C", "C", "C", "C", "C", "C", "C", "C", "O", "B", "O", "O", "C", "H", "H", "H", "H", "H", "H", "H", "H", "H", "H", "H", "H", "H", "H", "H", "H", "H", "H", "H", "H", "H", "H", "H", "H", "H", "H", "H", "H", "H", "H", "H", "H", "C", "C", "C", "C", "N", "H", "H", "H", "H", "H", "H", "H", "C", "C", "C", "C", "N", "H", "H", "H", "H", "H", "H", "H", "C", "C", "C", "C", "N", "H", "H", "H", "H", "H", "H", "H", "C", "C", "C", "C", "N", "H", "H", "H", "H", "H", "H", "H", "C", "C", "C", "C", "N", "H", "H", "H", "H", "H", "H", "H", "C", "C", "C", "C", "N", "H", "H", "H", "H", "H", "H", "H", "C", "C", "C", "C", "N", "H", "H", "H", "H", "H", "H", "H"],
  "positions_angstrom": [[2.8389, -1.4102, 5.8849], [1.6387, -1.0598, 5.0427], [0.3317, -1.2298, 5.5177], [-0.7559, -0.8743, 4.7194], [-0.5957, -0.3330, 3.4326], [-1.8032, 0.0795, 2.6118], [-2.8682, -1.0324, 2.6054], [-2.3980, 1.3475, 3.2567], [0.7103, -0.1671, 2.9616], [0.9389, 0.3011, 1.7101], [1.8019, 1.4818, 1.6286], [3.4621, 1.1341, 0.4843], [3.1566, -0.6230, -0.4963], [2.8742, -1.8158, 0.3694], [3.2480, -3.0490, -0.2511], [3.7330, 2.6334, -0.8383], [4.4087, 3.8754, -0.2383], [5.9257, 3.6805, -0.2045], [6.6651, 4.7109, 0.6119], [6.4375, 6.0875, 0.4556], [7.1182, 7.0234, 1.2350], [8.0535, 6.6026, 2.1832], [8.3042, 5.2394, 2.3390], [7.6087, 4.3080, 1.5649], [4.9435, 1.0372, 1.6980], [5.7182, -0.0382, 1.6538], [6.5270, -0.3398, 0.5446], [5.8117, -0.9474, 2.7524], [1.8061, -0.5399, 3.7614], [3.0329, -0.6082, 6.6001], [3.7256, -1.4831, 5.2568], [2.6854, -2.3416, 6.4268], [0.1672, -1.6404, 6.5079], [-1.7564, -1.0056, 5.1136], [-1.5204, 0.3360, 1.5936], [-3.6305, -0.8367, 1.8522], [-2.3753, -1.9855, 2.4152], [-3.3382, -1.0656, 3.5833], [-1.6184, 2.0669, 3.5025], [-3.1435, 1.8145, 2.6107], [-2.8949, 1.0758, 4.1920], [2.1211, 1.7766, 2.6313], [1.1855, 2.2973, 1.2397], [2.2835, -0.4406, -1.1287], [4.0191, -0.8069, -1.1381], [1.8052, -1.9041, 0.5606], [3.3892, -1.8062, 1.3336], [2.7903, 2.8846, -1.3299], [4.3861, 2.2429, -1.6224], [4.0604, 4.1015, 0.7732], [4.1849, 4.7522, -0.8594], [6.3120, 3.6466, -1.2251], [6.1120, 2.7084, 0.2556], [5.7198, 6.4243, -0.2822], [6.9221, 8.0815, 1.1121], [8.5959, 7.3256, 2.7810], [9.0368, 4.8904, 3.0567], [7.7818, 3.2468, 1.6987], [7.3564, -0.7306, 0.8287], [5.5994, -1.8300, 2.4341], [2.8047, -0.4127, 3.3561], [1.4086, -0.3248, -6.2904], [1.7191, -1.4844, -5.3530], [1.9663, -1.0260, -3.9118], [3.1063, -0.1177, -3.8217], [3.9949, 0.5925, -3.7112], [2.2471, 0.3716, -6.3472], [1.1973, -0.6782, -7.2968], [0.5330, 0.2278, -5.9427], [2.5928, -2.0294, -5.7168], [0.8833, -2.1869, -5.3491], [2.1663, -1.8732, -3.2540], [1.0869, -0.5100, -3.5212], [-6.8519, 2.0022, 6.0753], [-6.4066, 1.1581, 7.2633], [-5.1424, 0.3427, 6.9692], [-5.3461, -0.5894, 5.8616], [-5.5155, -1.3065, 4.9874], [-7.1080, 1.3759, 5.2200], [-7.7328, 2.5912, 6.3310], [-6.0641, 2.6912, 5.7659], [-7.2109, 0.4808, 7.5569], [-6.2048, 1.8042, 8.1194], [-4.8399, -0.2335, 7.8443], [-4.3149, 1.0045, 6.7055], [11.2814, 4.4245, 5.6355], [10.7085, 5.2936, 6.7483], [10.0416, 6.5694, 6.2207], [10.9879, 7.4173, 5.4956], [11.7336, 8.0652, 4.9199], [12.0648, 4.9492, 5.0872], [11.7165, 3.5133, 6.0455], [10.5056, 4.1347, 4.9251], [11.4997, 5.5656, 7.4499], [9.9639, 4.7272, 7.3098], [9.6240, 7.1553, 7.0402], [9.2240, 6.3172, 5.5419], [-5.5973, -3.7668, -2.0678], [-4.4305, -4.1622, -1.1702], [-3.6772, -2.9708, -0.5654], [-3.0698, -2.1264, -1.5942], [-2.6178, -1.4805, -2.4225], [-5.2587, -3.2087, -2.9417], [-6.1125, -4.6568, -2.4309], [-6.3182, -3.1584, -1.5275], [-3.7235, -4.7829, -1.7258], [-4.8102, -4.7685, -0.3447], [-2.8928, -3.3266, 0.1030], [-4.3585, -2.3572, 0.0259], [-3.0233, 0.5784, -5.5512], [-3.5067, 1.2733, -6.8200], [-3.4883, 0.3514, -8.0473], [-2.1395, -0.1366, -8.3229], [-1.0856, -0.5242, -8.5365], [-1.9869, 0.2535, -5.6468], [-3.0769, 1.2532, -4.6978], [-3.6290, -0.2995, -5.3214], [-2.8835, 2.1468, -7.0200], [-4.5274, 1.6356, -6.6795], [-3.8508, 0.8739, -8.9335], [-4.1323, -0.5134, -7.8819], [-7.6141, -1.9288, -5.9233], [-9.1084, -2.1432, -5.7224], [-9.6587, -1.3874, -4.5067], [-9.0053, -1.8230, -3.2744], [-8.4716, -2.2128, -2.3420], [-7.0384, -2.3022, -5.0755], [-7.2656, -2.4567, -6.8108], [-7.3868, -0.8685, -6.0477], [-9.3129, -3.2090, -5.6033], [-9.6542, -1.8104, -6.6074], [-10.7313, -1.5552, -4.4016], [-9.4987, -0.3135, -4.6173], [-4.7392, -8.3951, -3.3884], [-6.1678, -8.0627, -3.8010], [-6.2446, -7.3566, -5.1605], [-5.5150, -6.0896, -5.1452], [-4.9412, -5.1011, -5.1339], [-4.1400, -7.4909, -3.2748], [-4.7279, -8.9207, -2.4340], [-4.2534, -9.0327, -4.1295], [-6.6311, -7.4290, -3.0425], [-6.7594, -8.9783, -3.8566], [-7.2814, -7.1484, -5.4273], [-5.8184, -7.9860, -5.9438]]
}